# 1
{"formula": "C15H31NO29P2S6", "method": "wB97M-V/def2-TZVPD", "energy_ev": -160508.5748, "smiles": "NP(O)[C@@H]1OC(=O)O[C@H]1[PH2]=O.O=S1(=O)OCCO1.O=S1(=O)OCCO1.O=S1(=O)OCCO1.O=S1(=O)OCCO1.O=S1(=O)OCCO1.O=S1(=O)OCCO1", "homo_lumo_gap_ev": 9.2, "species": ["H", "O", "H", "H", "H", "O", "S", "H", "O", "H", "O", "O", "O", "O", "C", "H", "H", "H", "H", "H", "S", "H", "N", "C", "C", "O", "C", "P", "H", "C", "C", "H", "O", "O", "H", "S", "S", "H", "O", "H", "H", "C", "O", "H", "P", "H", "H", "O", "C", "C", "O", "C", "C", "H", "H", "H", "O", "O", "H", "O", "S", "H", "H", "C", "H", "O", "O", "C", "H", "C", "O", "H", "O", "O", "O", "O", "O", "O", "H", "S", "O", "O", "O", "C"], "xyz": [[1.116, -4.317, 4.656], [-2.607, -1.035, 4.829], [-1.959, -0.126, -0.436], [3.496, -0.145, 0.902], [-1.098, 1.301, 1.343], [-0.212, -5.991, 2.628], [-0.727, -5.126, -1.441], [-4.199, -1.822, 5.908], [-0.877, 1.379, -1.397], [4.073, -2.397, 4.148], [-1.554, -5.440, -0.331], [-0.288, -2.240, 1.932], [6.846, -2.260, 2.330], [-0.784, -3.868, -2.088], [1.184, -6.713, -1.522], [4.670, -4.703, 2.163], [-4.574, 3.548, -6.820], [2.526, -2.329, 3.605], [1.123, -4.615, 1.640], [-0.539, -3.036, 4.187], [-1.703, 0.287, 4.958], [-4.267, 0.582, 6.311], [3.160, -2.830, 4.232], [-0.937, 0.228, -0.530], [-3.251, -1.318, 6.080], [-2.218, 0.744, 6.400], [-4.481, 4.590, -6.524], [3.263, -4.472, 3.781], [0.858, -6.331, -3.631], [5.549, -0.104, 0.179], [4.497, 0.103, 1.245], [-4.623, 4.676, -5.445], [0.797, -5.418, -1.039], [3.708, -4.633, 2.199], [2.258, -6.752, -1.676], [0.398, 2.264, -1.023], [-3.232, 6.657, -7.158], [5.621, 0.736, -0.506], [1.459, 1.946, -1.912], [-6.429, 5.508, -6.856], [0.277, -7.921, -3.089], [-0.550, 7.032, -2.304], [-3.177, 5.079, -6.849], [-2.596, -1.966, 6.666], [-0.609, -3.390, 2.822], [4.507, 1.126, 1.626], [-1.550, 7.309, -1.964], [1.200, -6.283, 4.265], [-5.429, 5.497, -7.281], [-0.367, 0.721, 0.777], [-2.150, 1.219, 3.987], [0.592, -4.791, 2.574], [1.499, -4.943, 3.837], [-1.367, 5.284, -3.302], [0.006, -0.089, 1.392], [0.895, -7.457, -0.777], [1.000, 8.308, -5.132], [-0.909, 6.838, -4.606], [-1.883, -3.886, 2.492], [-0.879, -6.290, -2.527], [6.497, -0.883, 2.348], [0.364, 5.569, -3.601], [-5.484, 5.223, -8.337], [-0.134, -6.353, 3.958], [5.372, -1.020, -0.386], [4.895, -0.777, 2.312], [-0.343, -0.097, 5.066], [0.399, -6.879, -2.807], [-3.533, -0.028, 7.811], [-0.606, 6.046, -3.447], [-1.218, 9.288, -4.636], [-0.321, -0.560, -0.966], [-2.731, 6.866, -8.467], [0.078, 8.189, -2.865], [6.779, -0.255, 0.907], [-0.035, 3.604, -0.829], [6.990, 0.011, 3.329], [-2.734, 7.365, -6.040], [0.027, 6.659, -1.462], [-0.237, 8.287, -4.436], [0.709, 1.603, 0.392], [-4.834, 6.793, -7.182], [-1.029, -6.613, 4.680], [-3.420, 0.037, 6.733]], "mulliken_charge": [0.2596, -0.2543, 0.2940, 0.2647, 0.1189, -0.2491, 1.1151, 0.3139, -0.3359, 0.2511, -0.5240, -0.4262, -0.5325, -0.5382, -0.3304, 0.3159, 0.3094, 0.2267, 0.4403, -0.0379, 1.1449, 0.3024, -0.4908, -0.3368, -0.3162, -0.3216, -0.2906, -0.0108, 0.2932, -0.3775, -0.2364, 0.2577, -0.2115, -0.4341, 0.3319, 1.1360, 1.0739, 0.3198, -0.5710, 0.3071, 0.3015, -0.3525, -0.3045, 0.2913, 0.2032, 0.2459, 0.3022, -0.3902, -0.3524, 0.1501, -0.5479, 0.1140, 0.0598, 0.3011, 0.1285, 0.2773, -0.5810, -0.2244, 0.0898, -0.3130, 1.0800, 0.2605, 0.2959, 0.5190, 0.3008, -0.2285, -0.5208, -0.3806, 0.3100, -0.2290, -0.5197, 0.3435, -0.5804, -0.3357, -0.3125, -0.5284, -0.5492, -0.4106, 0.2795, 1.1154, -0.3528, -0.3217, -0.4715, -0.4128]}

---

# 2
{"formula": "C15H31O3PS", "method": "wB97M-V/def2-TZVPD", "energy_ev": -42319.4614, "smiles": "C#CCCC[PH2](S)OCC.C1CCOC1.C1CCOC1", "homo_lumo_gap_ev": 9.7, "species": ["H", "C", "H", "O", "H", "H", "S", "C", "H", "C", "H", "C", "H", "H", "H", "H", "H", "H", "H", "H", "C", "H", "C", "C", "O", "H", "H", "C", "H", "H", "H", "C", "C", "C", "H", "C", "H", "O", "P", "H", "H", "H", "H", "H", "C", "H", "H", "H", "C", "C", "H"], "xyz": [[0.620, -5.535, 1.090], [-3.084, 4.955, -2.506], [3.330, 1.551, 0.884], [0.365, -3.232, 3.446], [-0.451, -3.417, 1.569], [-4.556, 3.255, -5.028], [-4.098, 0.348, -4.490], [0.921, -5.038, 2.013], [4.678, 0.474, 1.309], [-3.536, 3.754, -4.975], [2.008, -5.127, 2.110], [0.249, -5.592, 3.251], [4.896, 2.143, 3.049], [3.143, 2.383, 3.115], [-0.343, 0.027, -2.094], [1.255, -2.922, 1.596], [-0.876, 1.282, -4.671], [4.684, -0.057, 4.069], [-5.218, 1.168, -4.597], [-3.798, 1.889, -2.328], [3.736, 0.906, 1.667], [-1.504, -0.271, -0.658], [2.676, -0.323, 3.341], [-0.895, 0.519, -1.219], [-1.701, 1.622, -1.654], [3.486, 0.866, 4.988], [-0.427, -4.410, 4.958], [0.260, 0.960, -0.191], [-2.661, 2.100, -6.282], [0.699, -6.514, 3.621], [-3.578, 4.576, -5.767], [-2.347, 2.782, -5.426], [-3.278, 4.477, -3.620], [0.382, -4.436, 4.224], [-2.465, -0.203, -2.626], [-1.624, 2.022, -4.234], [1.179, 0.296, -0.309], [2.827, -0.173, 1.922], [-2.754, 1.162, -2.995], [-1.023, 2.789, -3.642], [2.751, -1.379, 3.608], [-3.164, 5.703, -1.671], [-0.135, 0.745, 0.850], [1.337, -4.476, 4.759], [0.515, -3.577, 2.060], [0.518, 2.055, -0.259], [-1.557, 3.470, -5.887], [-0.808, -5.786, 3.044], [3.932, 1.636, 2.982], [3.757, 0.520, 3.990], [1.677, 0.035, 3.611]], "nbo_charge": [0.2182, -0.2726, 0.1842, -0.5395, 0.1640, 0.2395, -0.4667, -0.4310, 0.1633, -0.4902, 0.2006, -0.4312, 0.2166, 0.2019, 0.1559, 0.1937, 0.2565, 0.1990, 0.1446, 0.0218, -0.0672, 0.1696, -0.0683, -0.0857, -0.8446, 0.2182, 0.1837, -0.6353, 0.2378, 0.2172, 0.2426, -0.4035, -0.0175, -0.0669, -0.0054, -0.7239, 0.2215, -0.5435, 1.0866, 0.2641, 0.1900, 0.2581, 0.2098, 0.1623, -0.0715, 0.2189, 0.2159, 0.2012, -0.4313, -0.4311, 0.1696]}

---

# 3
{"formula": "C15H31O7S", "method": "wB97M-V/def2-TZVPD", "energy_ev": -41216.7758, "charge": 1, "homo_lumo_gap_ev": 9.1, "species": ["H", "H", "H", "O", "H", "H", "H", "C", "H", "C", "C", "C", "H", "C", "H", "H", "C", "H", "H", "H", "H", "C", "H", "H", "H", "O", "C", "C", "H", "O", "C", "O", "C", "H", "H", "H", "C", "O", "S", "C", "H", "H", "O", "H", "C", "H", "H", "O", "H", "H", "H", "C", "H", "H"], "xyz": [[-3.357, 3.505, 4.744], [-1.553, 0.683, -3.483], [3.930, -4.264, 1.506], [-2.008, -2.077, -0.952], [-2.224, -1.467, 1.044], [-1.720, 1.878, -0.668], [4.475, -2.493, -1.516], [1.915, -4.655, 0.774], [-1.858, 6.135, 2.874], [0.246, -2.932, -0.873], [-1.746, 4.860, 1.094], [3.456, -4.697, 0.640], [1.601, -3.853, 1.423], [-2.060, 0.891, -2.539], [3.745, -5.740, 0.648], [-1.374, -3.609, 0.344], [4.441, -2.849, -0.498], [-0.940, 2.683, -2.000], [-2.310, -0.072, -2.090], [2.079, 1.961, -3.593], [1.562, -5.558, 1.246], [-1.870, 3.597, 3.189], [-1.427, 2.635, 3.444], [-1.254, 4.360, 3.665], [-1.573, 6.955, 1.356], [-3.928, -1.710, 0.096], [3.600, -1.853, 0.310], [-2.799, -1.742, 0.149], [-3.886, 2.846, 3.187], [3.883, -4.164, -0.576], [-1.190, 1.702, -1.601], [-1.780, 3.688, 1.762], [1.096, 1.555, -3.366], [3.641, -0.909, -0.203], [-3.787, 4.584, 3.411], [2.030, -4.517, -1.794], [-3.308, 3.638, 3.663], [-1.493, 4.854, -0.080], [1.090, -4.564, -0.825], [-2.115, 6.134, 1.818], [-2.984, 1.425, -2.757], [5.471, -2.851, -0.169], [2.127, 0.504, -1.502], [4.079, -1.694, 1.265], [1.128, 0.999, -1.962], [0.879, 0.747, -4.063], [2.573, -2.151, 0.418], [0.001, 0.979, -1.237], [-1.525, -4.027, -1.338], [-3.184, 6.308, 1.703], [0.379, 2.359, -3.506], [-1.246, -3.222, -0.667], [0.403, -2.463, -1.832], [0.668, -2.333, -0.083]], "nbo_charge": [0.2239, 0.2029, 0.2150, -0.5386, 0.1102, 0.2104, 0.1975, -0.5623, 0.2204, -0.5079, 0.8050, -0.0790, 0.2579, -0.6418, 0.2056, 0.1851, -0.0703, 0.1993, 0.2151, 0.2522, 0.2613, -0.0676, 0.1922, 0.1805, 0.2520, -0.4555, -0.6562, 0.6524, 0.2176, -0.5460, -0.0764, -0.5172, -0.7457, 0.2711, 0.2124, 0.2321, -0.6374, -0.5824, 0.6005, -0.7458, 0.2318, 0.1892, -0.6206, 0.2185, 0.8125, 0.2410, 0.1744, -0.5144, 0.2047, 0.2494, 0.2329, -0.0858, 0.2723, 0.2516]}

---

# 4
{"formula": "C15H32F2O12P", "method": "wB97M-V/def2-TZVPD", "energy_ev": -55360.5275, "charge": 1, "homo_lumo_gap_ev": 8.7, "species": ["H", "H", "C", "H", "C", "O", "O", "H", "H", "F", "C", "O", "C", "C", "H", "C", "C", "C", "H", "C", "C", "C", "C", "O", "H", "H", "H", "H", "H", "O", "P", "O", "H", "H", "C", "O", "H", "H", "H", "F", "H", "H", "H", "H", "O", "H", "H", "H", "H", "C", "H", "H", "H", "H", "H", "H", "O", "O", "C", "O", "H", "O"], "xyz": [[2.235, 3.748, -0.976], [-3.088, 2.726, 1.052], [-1.071, -1.679, -1.980], [0.248, -4.296, -5.344], [-3.096, -1.483, 5.777], [3.498, 2.064, 1.674], [1.279, -3.793, -3.695], [5.229, 1.761, 0.560], [-0.616, 1.301, 2.683], [-2.613, -3.552, -2.162], [1.873, -2.802, -3.020], [0.413, 3.859, -0.138], [3.164, -2.375, -1.124], [4.325, 2.366, 0.542], [3.787, 2.179, -0.385], [-0.982, 1.942, 3.484], [-0.849, 3.462, -0.167], [1.259, 3.312, -1.157], [-1.749, -2.716, -3.784], [1.879, -0.694, 3.049], [-2.111, -2.438, -2.786], [-2.893, 3.793, 0.956], [-0.440, -0.560, -2.805], [3.322, -0.054, 0.918], [-0.654, 0.428, -2.395], [4.567, 3.419, 0.643], [0.893, 3.589, -2.144], [-3.422, 4.195, 0.094], [-4.536, -1.672, -2.098], [-3.130, -0.163, 5.214], [-3.545, -1.340, -3.015], [2.334, 0.649, 2.818], [1.223, -0.630, 3.907], [0.645, -0.655, -2.840], [3.087, 0.801, 1.736], [-1.324, 2.687, -0.966], [1.325, -1.056, 2.185], [2.527, -1.561, -0.788], [-4.041, -1.591, 6.299], [-4.200, -1.460, -4.410], [1.419, -2.973, -5.602], [-1.244, 2.919, 3.095], [-3.190, 4.309, 1.862], [1.306, 2.228, -1.071], [-1.486, 4.039, 0.841], [-0.784, -0.548, -3.847], [3.520, -2.950, -0.277], [-0.351, -2.435, -1.657], [4.000, -1.971, -1.691], [0.676, -3.390, -4.926], [-3.000, -2.230, 4.991], [-3.213, 0.003, -2.868], [-2.263, -1.579, 6.469], [-1.529, -1.268, -1.074], [-0.098, -2.643, -4.751], [2.721, -1.355, 3.244], [1.879, -1.644, -3.357], [2.427, -3.313, -1.933], [-2.047, 0.171, 4.526], [-2.187, 1.412, 4.060], [-0.213, 2.036, 4.248], [-1.092, -0.531, 4.307]], "nbo_charge": [0.2043, 0.1877, -0.4644, 0.2100, -0.2560, -0.4884, -0.4922, 0.2001, 0.1863, -0.3219, 0.9870, -0.4818, -0.2589, -0.2563, 0.1821, -0.2591, 0.9927, -0.2552, 0.2358, -0.2603, -0.0748, -0.2585, -0.6789, -0.6759, 0.2437, 0.2039, 0.1967, 0.1956, 0.0272, -0.4861, 1.4696, -0.4910, 0.2280, 0.3091, 0.9874, -0.6871, 0.1804, 0.2040, 0.2038, -0.4913, 0.2115, 0.2016, 0.2109, 0.1861, -0.4897, 0.1899, 0.2114, 0.2620, 0.1998, -0.2501, 0.1900, 0.0352, 0.1983, 0.2278, 0.1513, 0.1914, -0.6633, -0.4831, 0.9848, -0.4973, 0.2007, -0.6670]}